Model i:
C2H7NO2S2 | ωB97M-V/def2-TZVPD

Structure (XYZ):
```
14
Properties=species:S:1:pos:R:3:lowdin_charge:R:1
C -1.68643 1.27128 0.26007 -0.2009
C 1.29457 -2.18492 0.29275 -0.4480
N -0.65198 1.72632 -0.62604 -0.1946
O 0.92918 0.72807 1.04322 -0.3373
O 1.74873 1.45724 -1.14299 -0.3054
S 0.30760 -1.43457 -1.07397 0.6124
S 0.76776 0.82943 -0.37775 0.4657
H -1.52702 1.49170 1.26582 0.0438
H -2.74964 1.62341 0.02040 0.1140
H -1.74993 0.12508 0.37420 0.0800
H 0.97909 -1.91882 1.36509 0.0775
H 2.27792 -2.08473 0.16578 -0.0278
H 1.00415 -3.21600 0.02319 0.0212
H -0.94401 1.58652 -1.58975 0.0993
```

M ... 141.22 g/mol
HOMO-LUMO gap ... 9.092 eV



Model ii:
C2H7NO2S2 | ωB97M-V/def2-TZVPD

Structure (XYZ):
```
14
Properties=species:S:1:pos:R:3:lowdin_charge:R:1
C -0.57906 -1.46932 -1.39972 -0.0929
C -0.89193 -1.05627 -0.00615 -0.3584
N -0.70937 0.06992 0.51684 0.0527
O 0.99092 3.69255 2.85312 -0.3548
O 0.20190 3.57784 0.39110 -0.5124
S 2.05276 1.59188 1.40483 0.4548
S 0.38475 2.78011 1.60396 0.5329
H -0.02533 -0.61573 -1.70232 0.0484
H -1.65149 -1.52519 -1.86488 0.1230
H 0.01484 -2.40679 -1.29733 0.0879
H -1.52872 -1.89036 0.53620 0.1316
H -0.22786 0.64589 -0.15124 -0.0053
H 1.88032 1.30653 2.76094 -0.1142
H 1.07660 4.57916 2.67540 0.0068
```

M ... 141.22 g/mol
HOMO-LUMO gap ... 10.089 eV



model i is the most stable structure shown above.